# 1
The following is a quantum chemistry calculation of a structure of composition C7H6N2O2 in a non-equilibrium geometry, from the Open Molecules 2025 dataset.

```
17
C7H6N2O2 (ωB97M-V/def2-TZVPD)
C 1.77556 -0.58091 -0.00432
C -0.52798 -0.91644 -0.00989
C -1.83578 -1.32207 -0.08734
C -2.87708 -0.38918 0.06051
C -2.54099 0.97862 0.04106
C -1.24067 1.38406 0.00418
C -0.21829 0.43989 -0.02330
H 2.72730 1.58645 0.68095
H 0.86271 -2.52696 0.00085
H -2.07592 -2.34260 -0.15580
H -3.89148 -0.70060 0.17497
H -3.31271 1.81704 0.26138
H -1.01606 2.44421 -0.12213
N 1.17326 0.58334 -0.10408
N 0.71808 -1.56554 0.00895
O 1.76969 1.76671 -0.09604
O 3.01258 -0.63745 0.08858
```

Results
Calculated total energy: -14429.1840 eV
Energy relative to the best compared isomer or geometry (same formula, charge and spin): 68.0 kcal per mole
Spin multiplicity: 1
Strongest force on any atom: 6.1 eV Å⁻¹

---

# 2
The following is a quantum chemistry calculation of a cluster of 2 separate species, C5H5N3P in total in a non-equilibrium geometry, from the Open Molecules 2025 dataset.

```
14
C5H5N3P (ωB97M-V/def2-TZVPD)
C 0.52603 1.96165 0.24664
C 1.78745 1.51039 -2.00808
C 0.73000 -0.32967 -1.01755
C -2.18473 -0.98891 1.67746
C -1.57227 -2.17206 1.47494
N 0.46345 2.50705 1.26293
N 2.75675 1.70459 -2.58654
N 1.14219 -1.36920 -0.75996
P 0.11311 1.25908 -1.30723
H 3.56532 2.08889 -3.16034
H -1.97379 -0.30439 2.55809
H -2.95207 -0.64531 1.02768
H -0.68679 -2.44666 1.99490
H -1.71464 -2.77545 0.59706
```

Results
Calculated total energy: -19012.8622 eV
Total charge: +1
Energy relative to the best compared isomer or geometry (same formula, charge and spin): 0.0 kcal per mole
Spin multiplicity: 1
Strongest force on any atom: 2.0 eV Å⁻¹

---

# 3
The following is a quantum chemistry calculation of a cluster of 2 separate species, C5H9F2N in total in a non-equilibrium geometry, from the Open Molecules 2025 dataset.

```
17
C5H9F2N (ωB97M-V/def2-TZVPD)
C -0.33648 0.68098 0.68386
C 0.12966 -0.37710 -0.26284
C -1.35685 -0.21180 0.15102
C 0.67708 -1.69828 0.21472
C 0.66028 0.31456 -1.53381
N -0.18028 2.05086 0.62747
F -2.11374 -1.07182 0.83095
F -2.15960 0.22909 -0.90980
H 0.06679 -0.05983 3.00274
H 0.27390 -2.56584 -0.38654
H 0.26689 -2.04829 1.19621
H 1.78999 -1.85956 0.06789
H 1.62008 0.59919 -1.42924
H 0.13498 1.34401 -1.67077
H 0.35602 -0.25784 -2.51451
H -0.54874 2.48557 1.48345
H 0.72002 2.44609 0.44919
```

Results
Calculated total energy: -12249.9603 eV
Energy relative to the best compared isomer or geometry (same formula, charge and spin): 125.0 kcal per mole
Spin multiplicity: 1
Strongest force on any atom: 6.2 eV Å⁻¹